Here is C31H25N7S2Sn as an isolated structure in a non-equilibrium geometry from the OMol25 dataset. Energies are from the ωB97M-V functional and the def2-TZVPD basis.

Values from the calculation:
Calculated total energy   -70474.4062 eV
Charge   +2
LUMO energy   -6.081 eV

Structure (XYZ):
```
66
Properties=species:S:1:pos:R:3:forces:R:3:lowdin_charge:R:1
Sn 0.25618 -0.27457 -0.43448 -0.03 0.05 0.14 1.27
C -1.04327 -2.47008 3.44748 0.07 0.02 0.00 0.01
C -0.86900 -1.56252 2.27478 0.21 -0.52 0.23 -0.24
N 0.01459 -1.75873 1.37192 -0.22 1.27 -1.22 -0.09
N 0.87541 -2.76250 1.41097 0.68 -0.79 0.96 0.01
C 1.37971 -3.17443 0.28277 -0.30 0.28 -0.11 -0.81
N 2.32575 -4.11417 0.31469 0.14 -0.17 -0.09 0.13
S 0.83753 -2.62442 -1.28236 -0.36 0.69 -0.20 0.73
C -1.75374 -0.40689 2.06739 -0.32 0.20 0.07 -0.24
C -2.59294 0.07184 3.06517 0.03 -0.09 -0.05 0.02
C -3.43855 1.13421 2.78101 -0.01 0.06 -0.06 0.00
C -3.43461 1.68397 1.50726 0.01 -0.09 0.08 0.00
C -2.54852 1.16902 0.57676 -0.09 0.07 -0.16 -0.09
N -1.72725 0.15999 0.85529 0.46 0.02 -0.23 0.01
H -0.59562 -3.43733 3.23799 0.01 0.03 -0.01 0.08
H -0.53605 -2.05172 4.32141 -0.04 0.00 0.01 0.11
H -2.09547 -2.60479 3.68977 -0.01 0.03 0.01 0.10
H 2.56222 -4.56021 1.18740 -0.05 0.07 0.05 0.13
H 2.67030 -4.51940 -0.53804 -0.03 0.00 -0.01 0.11
H -2.57411 -0.36823 4.05170 -0.03 -0.05 -0.02 0.13
H -4.09630 1.52665 3.54517 0.00 -0.02 0.00 0.13
H -4.09727 2.49344 1.23773 0.02 0.01 -0.01 0.13
H -2.49157 1.57166 -0.42745 0.02 0.04 0.07 0.12
C 4.87182 -0.77773 -1.32425 0.01 0.02 0.05 -0.01
C 5.53959 -0.12471 -0.30341 -0.05 -0.01 -0.02 -0.01
C 4.80009 0.49063 0.69217 -0.08 -0.01 0.04 0.02
C 3.41012 0.44234 0.64834 0.29 -0.13 -0.07 -0.20
N 2.77583 -0.21210 -0.33060 -0.45 0.01 0.07 0.02
C 3.48976 -0.80076 -1.28983 0.09 0.02 -0.17 -0.14
C 2.56346 1.15995 1.63062 -0.05 0.16 0.27 -0.20
C 3.11534 1.95275 2.63385 0.03 -0.08 -0.04 0.03
C 2.29579 2.72116 3.44129 -0.07 -0.04 -0.06 -0.01
C 0.92816 2.67183 3.23114 0.02 -0.05 -0.02 -0.01
C 0.45105 1.82617 2.24790 -0.13 0.14 0.10 -0.10
N 1.23627 1.08270 1.46723 -0.22 -0.25 -0.22 0.05
H 5.40246 -1.26378 -2.13019 -0.02 0.01 -0.01 0.12
H 6.62002 -0.08044 -0.28240 0.00 -0.02 0.00 0.13
H 5.31682 1.00086 1.48862 -0.02 0.04 0.02 0.11
H 2.93160 -1.31117 -2.06141 0.01 0.02 0.01 0.07
H 4.18211 1.98329 2.78424 0.03 0.04 -0.03 0.11
H 2.72114 3.35506 4.20716 0.00 -0.01 0.01 0.13
H 0.23547 3.26746 3.80820 0.02 -0.01 0.03 0.12
H -0.61400 1.75500 2.07803 0.14 0.14 -0.01 0.09
S -2.75019 0.64086 -4.03288 0.06 -0.03 0.12 1.19
C -3.21106 -0.96642 -3.56213 0.21 0.05 0.20 -0.43
C -4.17412 -1.79534 -4.12454 -0.08 -0.04 -0.08 -0.06
C -4.37945 -3.03027 -3.54363 0.01 0.05 -0.01 -0.05
C -3.63837 -3.43400 -2.42615 -0.02 -0.02 0.00 -0.05
C -2.67538 -2.61758 -1.87513 0.09 0.07 0.12 -0.03
C -2.45191 -1.36677 -2.45176 -0.40 -0.20 -0.24 -0.30
N -1.54842 -0.40925 -2.03055 0.48 -0.03 0.36 -0.03
C -1.60342 0.67577 -2.74681 -0.29 -0.17 -0.35 -0.55
C -0.73093 1.80807 -2.46415 0.33 0.74 -0.13 -0.27
C -0.84805 3.03662 -3.12024 -0.19 -0.29 -0.04 -0.02
C 0.02969 4.06606 -2.83101 0.04 0.13 -0.02 -0.04
C 1.04141 3.88733 -1.89882 0.11 -0.13 0.13 -0.04
C 1.16405 2.67317 -1.22511 -0.03 0.39 -0.23 -0.09
C 0.26930 1.66937 -1.51246 0.01 -1.70 0.83 -0.19
H -4.74085 -1.48355 -4.99148 -0.03 -0.01 0.03 0.12
H -5.12905 -3.69390 -3.95189 0.02 0.00 -0.02 0.12
H -3.82912 -4.40640 -1.99277 0.02 0.01 0.01 0.12
H -2.09323 -2.92582 -1.01634 -0.04 -0.04 -0.02 0.09
H -1.63380 3.17624 -3.85358 0.04 0.08 -0.02 0.11
H -0.07002 5.01572 -3.33888 -0.01 -0.02 -0.02 0.12
H 1.74363 4.68224 -1.68525 -0.04 0.05 -0.06 0.12
H 1.95897 2.53854 -0.50548 -0.03 0.02 0.00 0.09
```
Forces are in eV/Å.